Arrangement a

Here is 4 unconnected molecules or ions with the total composition C4H16 from the Open Molecules 2025 dataset. Energies are from the ωB97M-V functional and the def2-TZVPD basis.

Last column: Löwdin charge in e.
Element x y z (Å)
C: -0.8831 5.4610 -3.2735  -0.0556
H: -0.4904 5.4357 -2.2453  0.0171
H: -1.5638 6.2978 -3.4003  0.0150
H: 0.0782 5.5974 -3.7819  0.0135
H: -1.2468 4.4854 -3.5670  0.0099
C: -4.1440 -2.0292 2.5240  -0.0535
H: -4.7576 -1.1835 2.2176  0.0209
H: -3.7407 -2.7414 1.8152  0.0093
H: -3.2489 -1.5789 2.9472  0.0085
H: -4.5494 -2.7582 3.2252  0.0148
C: 3.5521 -3.5874 -0.4205  -0.0457
H: 3.0529 -3.7280 0.5260  0.0126
H: 3.1135 -3.0017 -1.1878  0.0021
H: 4.4125 -2.9837 -0.1105  0.0177
H: 3.9018 -4.5477 -0.7730  0.0132
C: 1.3962 0.1830 1.1498  -0.0543
H: 1.2333 -0.7512 1.7214  0.0201
H: 2.4374 0.1713 0.8705  0.0056
H: 0.8791 0.1717 0.1897  0.0137
H: 0.9849 0.9405 1.8153  0.0149

Its SMILES is C.C.C.C. The LUMO energy comes out at 0.0317 hartree. The spin multiplicity is 1. For the HOMO energy, the calculation gives -12.665 eV. Its HOMO-LUMO gap is 13.526 eV.

Arrangement b

Here is 4 unconnected molecules or ions with the total composition C4H16 from the Open Molecules 2025 dataset. Energies are from the ωB97M-V functional and the def2-TZVPD basis.

Last column: Löwdin charge in e.
Element x y z (Å)
C: -1.4722 -2.9521 -4.2102  -0.0519
H: -1.2114 -2.6560 -3.1968  0.0098
H: -1.7063 -3.9858 -4.4253  0.0133
H: -2.2922 -2.3040 -4.5244  0.0137
H: -0.5975 -2.6289 -4.7848  0.0147
C: -1.3071 -2.6999 5.2778  -0.0531
H: -1.7965 -1.9561 4.6631  0.0117
H: -0.5752 -2.2387 5.9521  0.0151
H: -1.9335 -3.2945 5.9310  0.0129
H: -0.6585 -3.2769 4.6175  0.0133
C: 1.3509 5.1428 -0.4186  -0.0517
H: 0.5665 5.8483 -0.1804  0.0137
H: 1.5366 4.6048 0.5175  0.0131
H: 1.1899 4.3957 -1.1920  0.0101
H: 2.3272 5.5632 -0.6687  0.0147
C: 1.3662 0.5517 -0.7135  -0.0501
H: 0.5586 1.1465 -0.2805  0.0161
H: 0.7632 -0.1481 -1.2854  0.0038
H: 2.2211 1.0161 -1.1725  0.0142
H: 1.6698 -0.1282 0.0943  0.0164

Its SMILES is C.C.C.C. The LUMO energy comes out at 0.0323 hartree. The spin multiplicity is 1. For the HOMO energy, the calculation gives -12.774 eV. Its HOMO-LUMO gap is 13.652 eV.

Relative energy of each structure, in kcal/mol: arrangement a 2.6; arrangement b 0.0.

Arrangement a

Here is 2 unconnected molecules or ions with the total composition C2H5BrN3 from the Open Molecules 2025 dataset. Energies are from the ωB97M-V functional and the def2-TZVPD basis.

Last column: Löwdin charge in e.
Element x y z (Å)
C: -0.1529 0.0106 -0.8216  -0.1495
C: -0.5367 -1.6818 0.4602  -0.0503
N: -0.0195 -1.2801 -1.5275  0.1710
N: -0.2152 -2.1907 -0.7034  0.0934
N: -0.5249 -0.3786 0.5223  0.1870
Br: 1.2848 2.7125 0.5837  0.4792
H: 0.8525 0.3720 -0.8242  0.0983
H: -0.5708 0.7307 -1.4455  0.1386
H: -0.8220 -2.3332 1.2659  0.1644
H: 1.5404 3.8886 1.1356  -0.3299
H: -0.8358 0.1498 1.3544  0.1980

Its total charge is +1. The LUMO energy comes out at -0.2523 hartree. The spin multiplicity is 1. For the HOMO energy, the calculation gives -14.967 eV. Its HOMO-LUMO gap is 8.102 eV.

Arrangement b

Here is a molecular structure, C2H5BrN3 from the Open Molecules 2025 dataset. Energies are from the ωB97M-V functional and the def2-TZVPD basis.

Last column: Löwdin charge in e.
Element x y z (Å)
C: 1.6510 -0.1591 0.0448  -0.1886
C: -1.2396 1.8407 0.2764  -0.5290
N: 0.9518 0.8954 0.2832  0.0769
N: -0.3348 1.1408 0.2528  0.0385
N: 1.2477 -1.3809 -0.3511  0.1350
Br: -2.6352 2.9589 0.0244  0.9654
H: 2.7097 0.1247 0.0558  0.1538
H: -2.7271 -0.8636 0.6253  0.0498
H: -1.9877 -1.0924 0.4472  0.0169
H: 0.3617 -1.4494 -0.8601  0.1105
H: 2.0025 -2.0151 -0.7986  0.1707

Its total charge is +1. The LUMO energy comes out at -0.1708 hartree. The spin multiplicity is 1. For the HOMO energy, the calculation gives -14.607 eV. Its HOMO-LUMO gap is 9.959 eV.

Relative energy of each structure, in kcal/mol: arrangement a 0.0; arrangement b 26.2.

Arrangement a

Here is a single C4H11NP2 molecule from the Open Molecules 2025 dataset. Energies are from the ωB97M-V functional and the def2-TZVPD basis.

Last column: Löwdin charge in e.
Element x y z (Å)
C: -1.3411 -0.2403 -2.0153  -0.1990
C: 2.1221 -0.2753 0.4428  -0.2394
C: -2.5359 -0.0936 -1.0093  -0.4529
C: 1.6968 0.8395 1.3048  -0.6056
N: -0.8607 -0.3450 0.9522  -0.5188
P: -1.9273 0.7686 0.6885  0.7232
P: 0.4529 0.3815 2.5671  0.8059
H: -1.6875 -0.8087 -2.8499  0.0413
H: -1.1003 0.7909 -2.4689  0.0856
H: -0.4595 -0.6457 -1.5731  0.0150
H: 1.4475 -1.0882 0.0536  0.0700
H: 2.6001 0.1614 -0.4462  0.0738
H: 2.9191 -0.7068 1.0069  0.0520
H: -2.7752 -1.1727 -0.6033  0.0806
H: -3.3190 0.4519 -1.5194  0.0291
H: 1.1543 1.6573 0.8080  0.0420
H: 2.6779 1.2591 1.5905  0.0836
H: 0.9357 -0.9339 3.0711  -0.0865

Its SMILES is CC/P=N/PCC. The LUMO energy comes out at 0.0005 hartree. The spin multiplicity is 1. For the HOMO energy, the calculation gives -8.346 eV. Its HOMO-LUMO gap is 8.360 eV.

Arrangement b

Here is a molecular structure, C4H11NP2 from the Open Molecules 2025 dataset. Energies are from the ωB97M-V functional and the def2-TZVPD basis.

Last column: Löwdin charge in e.
Element x y z (Å)
C: 1.5296 -0.9246 -1.3005  -0.7270
C: 0.0709 1.0354 0.1412  -0.4222
C: -0.1776 1.1570 1.6989  -0.1418
C: -1.7101 -0.7290 0.1874  -0.1939
N: -0.8156 0.1152 -0.5899  -0.5218
P: 2.2045 0.2057 0.0099  0.8328
P: -0.1695 -0.5076 -2.0183  0.8421
H: 2.0164 -0.8154 -2.2209  -0.0442
H: 1.5717 -2.0154 -1.0696  0.0306
H: -0.0064 2.0186 -0.4146  0.0938
H: 0.6433 0.6762 2.2730  0.0284
H: -1.1135 0.5137 1.9772  0.0768
H: -0.0777 2.2180 2.0217  0.0707
H: -2.2982 -1.3198 -0.5759  0.0738
H: -1.2432 -1.5149 0.8703  0.1039
H: -2.4390 -0.0882 0.6582  0.0639
H: 1.9307 -0.7656 1.0378  -0.1065
H: 0.0837 0.7405 -2.6860  -0.0595

The LUMO energy comes out at 0.0318 hartree. The spin multiplicity is 1. For the HOMO energy, the calculation gives -8.158 eV. Its HOMO-LUMO gap is 9.024 eV.

Relative energy of each structure, in kcal/mol: arrangement a 15.3; arrangement b 0.0.

Arrangement a

Here is a single C3H4N2S2 molecule from the Open Molecules 2025 dataset. Energies are from the ωB97M-V functional and the def2-TZVPD basis.

Last column: Löwdin charge in e.
Element x y z (Å)
C: 0.7166 0.0726 -0.1605  -0.8973
C: -0.8448 0.2012 -0.0257  -0.6566
C: -1.3783 1.5514 -0.2462  -0.2564
H: 0.9328 -0.7160 1.9659  0.2235
H: 2.2763 -0.7897 0.5571  0.0719
H: -1.1637 0.1198 1.0010  0.0816
H: -0.3774 -1.9602 -1.1228  -0.0280
N: 1.2648 -0.7625 0.8082  -0.0080
N: -1.4852 2.7370 -0.2932  0.1627
S: 1.7013 0.6921 -1.4029  0.6251
S: -1.6424 -1.1457 -1.0810  0.6815

Its SMILES is N#C[C@@H](S)C(N)=S. The LUMO energy comes out at -0.0209 hartree. The spin multiplicity is 1. For the HOMO energy, the calculation gives -9.195 eV. Its HOMO-LUMO gap is 8.626 eV.

Arrangement b

Here is a single C3H4N2S2 molecule from the Open Molecules 2025 dataset. Energies are from the ωB97M-V functional and the def2-TZVPD basis.

Last column: Löwdin charge in e.
Element x y z (Å)
C: 1.1161 -1.4192 -0.6087  -0.2296
C: -0.0042 -1.0566 -0.0581  -0.4195
C: -1.8136 0.8976 0.3295  -0.3278
N: 2.3205 -0.9020 -0.1197  -0.0768
N: 2.5596 0.2801 0.0607  -0.5515
S: 1.6158 1.5672 -0.0371  0.5807
S: -1.1803 -0.6635 0.9867  0.9369
H: 1.1724 -2.1648 -1.3373  0.0942
H: -2.2401 1.3483 1.0791  -0.0270
H: -2.5676 0.6594 -0.4873  0.0951
H: -0.9787 1.4533 0.1921  -0.0747

The LUMO energy (alpha / beta) comes out at -0.0213 / -0.0510 hartree. The spin multiplicity is 1. For the HOMO energy (alpha / beta), the calculation gives -8.056 / -7.313 eV. Its HOMO-LUMO gap (alpha / beta) is 7.477 / 5.924 eV.

Arrangement c

Here is a single C3H4N2S2 molecule from the Open Molecules 2025 dataset. Energies are from the ωB97M-V functional and the def2-TZVPD basis.

Last column: Löwdin charge in e.
Element x y z (Å)
C: -0.6065 -0.0476 0.6159  -0.6194
C: -1.1697 1.3468 0.3941  -0.1933
C: 0.7688 0.1302 0.0059  -0.9522
H: -2.7398 -0.8735 0.1464  -0.1260
H: -0.5287 -0.3380 1.6933  0.1230
H: -2.1780 1.6297 0.7182  0.1168
H: 1.5856 1.8446 -0.9510  0.1651
N: -0.3850 2.1615 -0.1831  0.0807
N: 0.7919 1.4136 -0.4325  -0.0209
S: -1.5460 -1.3442 -0.3183  0.7469
S: 1.9871 -0.8973 0.1063  0.6793

Its SMILES is S=C1NN=C[C@H]1S. The LUMO energy comes out at -0.0062 hartree. The spin multiplicity is 1. For the HOMO energy, the calculation gives -8.767 eV. Its HOMO-LUMO gap is 8.598 eV.

Relative energy of each structure, in kcal/mol: arrangement a 24.3; arrangement b 102.3; arrangement c 0.0.

Arrangement a

Here is 3 unconnected molecules or ions with the total composition C3H11N5 from the Open Molecules 2025 dataset. Energies are from the ωB97M-V functional and the def2-TZVPD basis.

Last column: Löwdin charge in e.
Element x y z (Å)
C: -0.7273 0.6061 0.9631  -0.2632
C: -1.5283 -0.3036 -1.2890  -0.0558
C: -0.5780 0.5946 -0.5441  -0.4620
N: -2.0893 1.0029 1.3411  0.0000
N: 0.3320 1.3158 -1.0630  0.1230
H: -2.2652 0.7954 2.3163  0.0637
H: -2.2140 2.0016 1.2151  0.0720
H: 0.3579 1.2075 -2.0790  0.0471
H: -0.5541 -0.4115 1.3233  0.1068
H: 0.0663 1.2357 1.3779  0.0974
H: -2.5522 -0.1150 -0.9660  0.0693
H: -1.2972 -1.3451 -1.0450  0.0677
H: -1.4487 -0.1680 -2.3686  0.0723
N: 2.5253 -0.5037 1.0362  0.0211
N: 1.3821 -2.0309 -0.4173  0.0878
N: 2.4887 -1.8477 -0.6435  -0.0739
H: 2.8719 0.0919 1.8030  -0.0232
H: 2.1350 0.1883 0.3877  -0.0594
H: 3.0950 -2.3144 -1.3483  0.1095

The LUMO energy (alpha / beta) comes out at 0.0178 / 0.0030 hartree. The spin multiplicity is 1. For the HOMO energy (alpha / beta), the calculation gives -9.392 / -8.048 eV. Its HOMO-LUMO gap (alpha / beta) is 9.875 / 8.130 eV.

Arrangement b

Here is 2 unconnected molecules or ions with the total composition C3H11N5 from the Open Molecules 2025 dataset. Energies are from the ωB97M-V functional and the def2-TZVPD basis.

Last column: Löwdin charge in e.
Element x y z (Å)
C: 1.0796 -1.2537 -1.2258  -0.1027
N: 2.3993 0.2041 0.6296  -0.0376
N: 1.0780 0.5376 0.4188  -0.0845
N: 0.4680 -0.2229 -0.4115  -0.1371
H: 2.7421 0.1872 1.5824  0.0627
H: 3.2819 0.3806 0.1541  0.0833
H: 1.8833 -0.8626 -1.8485  0.0733
H: 0.3019 -1.6999 -1.8452  0.0681
H: 1.5007 -2.0364 -0.5822  0.0742
N: -1.5872 -0.6962 1.3792  0.0360
N: -1.2932 2.0068 0.1703  0.0410
C: -1.5563 -0.3734 -0.0098  -0.2951
C: -1.8627 0.9101 -0.4354  -0.2509
H: -1.1047 0.0146 1.9164  0.0504
H: -1.1356 -1.5851 1.5559  0.0681
H: -0.5729 1.7425 0.8989  0.0796
H: -1.5132 2.8922 -0.2639  0.0820
H: -1.8665 -1.1910 -0.6453  0.0978
H: -2.2426 1.0455 -1.4380  0.0914

Its SMILES is C/N=N\N.N/C=C\N. The LUMO energy (alpha / beta) comes out at 0.0356 / 0.0169 hartree. The spin multiplicity is 1. For the HOMO energy (alpha / beta), the calculation gives -5.875 / -5.346 eV. Its HOMO-LUMO gap (alpha / beta) is 6.843 / 5.806 eV.

Relative energy of each structure, in kcal/mol: arrangement a 0.0; arrangement b 23.0.